The following is a quantum chemistry calculation of a 10-piece molecular cluster, C57H87N13O3P overall in a non-equilibrium geometry, from OMol25.

Computed properties:
2S+1: 1
LUMO energy: -0.1139 Ha
orbital gap: 6.38 eV
charge: +1
E: -3502.6455 hartree

The geometry in XYZ format:
```
161
Properties=species:S:1:pos:R:3:forces:R:3:mulliken_charge:R:1
C 1.033495 5.151747 -3.187346 0.25 0.08 -0.12 -1.555
C 1.667993 3.956561 -2.483349 0.13 0.16 -0.31 0.306
C 0.791468 3.386386 -1.397472 0.21 0.48 0.12 -0.983
O 1.261239 2.082160 -1.056958 0.04 -0.17 -0.03 0.683
C 0.463878 1.398375 -0.120263 -0.28 0.48 -0.09 -2.472
C 0.137429 0.029471 -0.684680 0.92 -1.24 -0.30 2.454
P -0.478297 0.235803 -2.423859 -1.48 1.17 -0.23 0.591
N -1.850417 0.984090 -2.593294 0.68 -0.28 0.48 -0.896
C 1.364638 -0.947898 -0.769255 -0.50 0.87 0.29 -1.303
C 2.766019 -0.378831 -0.661090 0.38 -0.18 -0.22 -1.615
C 3.396837 0.043304 -1.993891 -0.01 -0.42 0.55 -0.121
C 3.564887 -1.144270 -2.927319 0.00 0.55 -0.42 0.187
C 4.354980 -0.794886 -4.195008 -0.63 -0.13 0.11 -1.212
N 3.971458 -1.696649 -5.261195 0.68 0.13 0.01 0.505
C 4.482972 -2.957188 -5.399341 -0.46 -0.20 -0.47 -0.617
C 3.858520 -3.555292 -6.472971 0.04 0.30 0.32 -0.509
C 2.943532 -2.609904 -6.999761 -0.02 0.13 0.21 -0.724
C 3.034566 -1.467874 -6.232406 0.06 -0.64 -0.13 -0.576
N 1.156963 -1.988177 0.321418 -1.02 -0.43 -0.62 0.136
C -0.325448 -2.135201 0.496605 -0.45 0.38 -0.42 -1.301
C -0.943610 -0.772024 0.098870 0.20 -0.44 -0.17 -0.016
O -1.367833 -0.073416 1.218150 -0.14 0.25 0.03 -0.361
C -2.753345 -0.250745 1.565025 0.13 0.25 0.19 -0.695
C -3.671479 0.472958 0.587204 -0.15 -0.43 0.41 -0.558
N -4.866067 1.001992 1.225521 0.28 0.48 -0.08 -0.151
C -5.607147 1.840053 0.268472 0.17 -0.77 -0.08 -0.832
C -7.103274 1.611846 0.386045 0.10 0.61 -0.30 0.323
C -7.831775 2.477034 -0.647122 0.23 0.26 0.18 -1.249
O -7.382398 0.230030 0.231965 -0.03 -0.26 0.34 -0.539
H 1.531793 5.315070 -4.138907 0.03 0.03 -0.13 0.417
H 1.169723 6.069866 -2.623415 -0.17 0.08 0.20 0.356
H -0.023442 5.010670 -3.396202 -0.14 -0.06 0.03 0.379
H 1.893241 3.186890 -3.223243 -0.15 -0.21 -0.01 0.115
H 2.627833 4.268351 -2.076601 0.14 -0.13 0.16 0.113
H -0.247879 3.353843 -1.731744 -0.12 -0.25 -0.04 0.386
H 0.844083 4.035841 -0.519195 -0.07 0.00 0.15 0.249
H -0.466637 1.942912 0.037710 -0.11 -0.04 0.16 0.294
H 0.976529 1.338045 0.840197 -0.03 -0.06 0.20 0.358
H -0.544900 -1.089722 -2.919998 0.45 -0.08 0.12 0.168
H 0.536056 0.865930 -3.159137 0.36 -0.53 -0.01 -0.006
H -2.215508 1.274812 -1.693904 -0.34 0.14 -0.15 0.197
H 1.173593 -1.533806 -1.665625 0.58 -0.20 -0.19 0.963
H 2.785913 0.440178 0.052641 -0.06 0.13 0.04 0.109
H 3.421998 -1.152649 -0.249839 0.02 -0.14 0.07 0.681
H 4.372425 0.457695 -1.748831 0.08 0.21 -0.06 0.542
H 2.783782 0.824085 -2.432035 0.09 0.16 -0.21 -0.391
H 2.585642 -1.456810 -3.288794 -0.12 -0.28 0.07 0.468
H 4.055449 -1.982240 -2.433522 -0.09 -0.15 0.16 -0.168
H 4.123784 0.220979 -4.501794 -0.02 0.13 -0.10 0.317
H 5.424389 -0.843726 -4.022434 0.17 -0.01 -0.04 0.289
H 5.224972 -3.342618 -4.725441 0.15 0.06 0.11 0.503
H 4.030276 -4.553559 -6.829143 0.05 -0.10 -0.10 0.556
H 2.284380 -2.759858 -7.834442 -0.04 0.05 -0.12 0.466
H 2.499154 -0.540620 -6.305547 0.02 0.21 0.04 0.459
H 1.633062 -1.803411 1.201344 0.13 0.21 -0.03 0.537
H 1.469030 -2.846831 -0.125181 0.58 -0.24 0.67 0.412
H -0.675837 -2.897426 -0.192712 0.24 -0.16 -0.14 0.349
H -0.615644 -2.449143 1.491081 0.24 0.13 0.27 0.479
H -1.733314 -1.022128 -0.613762 -0.52 0.27 0.30 0.588
H -2.854512 0.190027 2.551675 -0.01 0.05 0.13 0.379
H -2.974378 -1.316239 1.645906 -0.10 -0.12 -0.02 0.403
H -3.108206 1.319581 0.196499 0.09 0.07 -0.21 0.124
H -3.935747 -0.204458 -0.232024 0.10 0.16 -0.36 0.457
H -5.467624 0.241083 1.514113 -0.08 -0.08 -0.03 0.349
H -5.346692 2.891629 0.380845 -0.07 0.16 0.19 0.371
H -5.323383 1.555765 -0.753071 -0.04 0.04 -0.17 0.293
H -7.401945 1.886441 1.396074 -0.20 -0.11 0.13 0.232
H -7.126722 3.102562 -1.191294 0.11 0.03 -0.09 0.373
H -8.536300 3.157210 -0.181415 -0.27 -0.08 0.02 0.287
H -8.342638 1.868341 -1.387449 -0.20 -0.08 -0.01 0.382
H -7.605207 0.052744 -0.683853 0.00 0.00 -0.13 0.326
N 8.032110 1.553264 -5.790776 -0.01 0.05 0.08 0.024
C 6.669601 1.525399 -5.697040 -0.01 -0.06 -0.03 -0.944
C 6.308568 2.293281 -4.621534 -0.03 -0.01 0.07 -0.064
C 7.504133 2.804895 -4.045839 -0.03 -0.05 0.01 -0.582
C 8.549111 2.330254 -4.791970 0.04 -0.05 -0.03 -0.573
H 8.572281 1.075664 -6.488284 0.01 0.01 -0.03 0.198
H 6.076786 0.966532 -6.401793 -0.01 0.01 -0.01 0.477
H 5.300046 2.473644 -4.285305 -0.01 0.05 -0.02 0.680
H 7.587693 3.448631 -3.186613 0.00 0.04 -0.03 0.391
H 9.610443 2.480420 -4.698509 0.01 0.01 0.01 0.398
N 3.829374 -3.513773 2.096209 0.03 -0.01 0.20 0.165
C 3.457105 -4.484317 2.996848 -0.01 -0.03 -0.13 -0.363
C 4.585519 -4.894463 3.646703 0.04 0.00 -0.02 -0.588
C 5.676413 -4.139301 3.128481 0.02 -0.03 0.15 -0.736
C 5.180860 -3.291614 2.182744 -0.01 0.03 -0.11 -0.406
H 3.216417 -3.043242 1.467233 0.08 -0.01 -0.11 0.306
H 2.432789 -4.804017 3.085952 0.00 -0.02 0.01 0.372
H 4.630831 -5.659070 4.403126 0.00 0.02 0.03 0.414
H 6.710944 -4.220941 3.415251 0.01 0.03 0.03 0.422
H 5.669996 -2.566303 1.555400 0.02 -0.01 -0.01 0.386
N 6.407885 4.121174 -0.301616 -0.03 -0.02 0.03 0.110
C 6.069607 4.867351 0.792964 0.03 0.00 -0.05 -0.396
C 4.851514 4.432067 1.239002 -0.04 -0.02 0.02 -1.278
C 4.440390 3.378502 0.377444 -0.04 -0.05 0.01 0.698
C 5.423464 3.210149 -0.563058 0.01 -0.01 -0.04 -0.788
H 7.251318 4.228874 -0.833676 0.03 0.00 0.00 0.185
H 6.721231 5.641054 1.159594 -0.01 0.01 0.01 0.397
H 4.315289 4.824235 2.086386 0.00 0.00 0.01 0.422
H 3.525042 2.810971 0.438092 -0.03 0.02 -0.03 0.507
H 5.506214 2.525572 -1.390655 0.02 0.03 -0.02 0.164
N -2.779501 3.607459 2.306448 0.06 -0.05 -0.11 0.328
C -3.493352 4.118573 3.352775 -0.08 -0.05 0.07 -1.089
C -2.721109 5.071598 3.963794 0.06 -0.01 -0.01 -0.688
C -1.494583 5.144112 3.246664 0.01 -0.02 0.04 -0.647
C -1.562863 4.229362 2.229444 -0.03 -0.04 0.04 -0.357
H -3.111403 2.885467 1.693780 -0.13 -0.06 0.04 0.207
H -4.483860 3.755388 3.571615 -0.02 0.02 -0.01 0.916
H -3.002360 5.652614 4.825753 -0.01 0.03 -0.01 0.450
H -0.660959 5.792582 3.456108 0.00 0.01 0.00 0.450
H -0.851935 3.969473 1.463327 0.01 0.03 -0.01 0.313
N -3.275390 1.795737 5.769214 0.07 -0.06 -0.03 0.147
C -4.495947 1.900359 6.374243 0.00 0.01 -0.07 -0.375
C -4.655436 0.813458 7.193032 -0.01 -0.02 -0.01 -0.693
C -3.480369 0.022453 7.078802 -0.01 -0.02 -0.01 -0.493
C -2.648128 0.657380 6.194446 -0.03 0.00 -0.07 -0.606
H -2.898706 2.455672 5.110453 -0.01 0.12 0.03 0.198
H -5.144957 2.736116 6.174128 -0.02 0.02 0.02 0.515
H -5.515456 0.609911 7.808287 0.00 0.01 0.02 0.468
H -3.270076 -0.901492 7.590706 0.00 0.00 0.02 0.427
H -1.666201 0.398852 5.836088 0.02 0.01 0.03 0.429
N 4.645280 -7.813821 -7.578833 0.01 0.00 -0.04 0.036
C 4.052897 -8.960756 -8.034415 -0.01 0.03 0.03 -0.502
C 4.439765 -9.144228 -9.333768 0.01 0.00 -0.01 -0.396
C 5.302105 -8.066747 -9.676162 -0.01 -0.01 -0.01 -0.430
C 5.409742 -7.264094 -8.573606 -0.02 0.03 0.06 -0.419
H 4.536041 -7.435769 -6.657178 0.01 -0.01 0.03 0.187
H 3.411559 -9.545172 -7.397808 -0.01 -0.01 -0.01 0.368
H 4.140752 -9.960062 -9.969517 0.00 -0.01 -0.01 0.389
H 5.787278 -7.902648 -10.623205 0.00 0.00 -0.01 0.396
H 5.962573 -6.354784 -8.410878 0.01 0.01 -0.02 0.373
N -9.782345 3.083262 5.083495 0.01 0.03 -0.07 0.116
C -10.243016 4.247512 4.531079 -0.02 -0.05 0.04 -0.377
C -9.219598 4.806570 3.815515 0.02 0.00 -0.03 -0.999
C -8.097217 3.942377 3.941924 0.04 -0.01 -0.06 0.104
C -8.477261 2.887818 4.728532 0.00 -0.06 0.04 -0.629
H -10.316272 2.466476 5.666111 0.02 0.00 0.06 0.148
H -11.254123 4.577856 4.694241 0.00 0.02 0.00 0.361
H -9.267868 5.730786 3.265170 0.00 0.01 0.00 0.391
H -7.121328 4.081417 3.505929 0.01 0.02 0.00 0.462
H -7.933128 2.022017 5.065648 0.03 0.00 0.01 0.431
N 6.927307 -7.065545 -0.254500 -0.02 0.04 -0.07 0.055
C 7.100974 -7.093831 -1.611148 0.01 -0.03 0.05 -0.561
C 6.378419 -6.063159 -2.147637 -0.04 0.04 -0.01 -0.752
C 5.745885 -5.386754 -1.067364 0.00 0.00 -0.02 0.496
C 6.106503 -6.029325 0.088295 -0.04 -0.05 -0.03 -0.830
H 7.341606 -7.710448 0.392387 0.01 -0.01 0.01 0.182
H 7.721341 -7.839664 -2.076571 0.00 0.00 -0.02 0.382
H 6.312748 -5.821344 -3.195308 0.01 0.00 -0.01 0.452
H 5.100604 -4.525134 -1.131600 0.01 0.02 0.00 0.339
H 5.846656 -5.835214 1.113836 0.00 0.01 0.02 0.261
N -11.771119 1.065911 8.154206 0.08 0.03 -0.01 -0.003
C -12.014910 1.330712 9.474776 -0.01 0.01 -0.03 -0.471
C -11.187528 0.536736 10.220117 0.02 -0.01 0.00 -0.399
C -10.410785 -0.236874 9.314561 0.02 0.01 0.02 -0.415
C -10.791776 0.112616 8.048218 -0.04 0.05 -0.07 -0.463
H -12.243247 1.501167 7.384846 -0.09 -0.03 0.00 0.200
H -12.752648 2.056935 9.768376 -0.01 0.00 0.01 0.370
H -11.142543 0.511118 11.295417 0.00 0.00 0.01 0.392
H -9.659837 -0.966186 9.566468 0.01 -0.01 0.00 0.404
H -10.454247 -0.234454 7.086251 -0.01 -0.04 0.00 0.396
```
Forces are in eV/Å.